The following is a quantum chemistry calculation of one molecule with the formula C4H12NOS at a distorted geometry, from the Open Molecules 2025 dataset.

Structure (XYZ):
```
19
Properties=species:S:1:pos:R:3:lowdin_spin:R:1
C -0.636 -1.037 0.731 0.05
O -1.963 -1.551 0.663 0.05
C -0.495 -0.017 -0.413 0.08
C 0.913 0.557 -0.542 0.04
C 1.562 0.936 0.819 0.00
S 0.673 2.189 1.760 0.01
N -0.966 -0.620 -1.693 0.24
H -0.532 -0.484 1.678 0.01
H 0.154 -1.794 0.658 0.02
H -2.035 -2.356 1.195 0.01
H -1.181 0.787 -0.132 0.03
H 1.599 -0.131 -1.033 0.03
H 0.829 1.520 -1.046 0.01
H 1.641 0.063 1.457 0.00
H 2.610 1.180 0.611 0.00
H 1.207 3.241 1.156 0.00
H -1.652 -1.346 -1.449 0.07
H -0.167 -1.195 -2.125 0.16
H -1.561 0.057 -2.294 0.19
```

⟨S²⟩ = 0.75
ΔE to the lowest compared entry with this formula, charge and spin = 54.0 kcal/mol
orbital gap (spin up / spin down) = 4.15 / 10.09 eV
spin multiplicity = 2
HOMO (spin up / spin down) = -3.5 / -9.6 eV
net charge = 0

=====

The following is a quantum chemistry calculation of a 12-piece molecular cluster, C31H62N2O44PS12 overall at a distorted geometry, from the Open Molecules 2025 dataset.

Structure (XYZ):
```
152
Properties=species:S:1:pos:R:3:mulliken_charge:R:1
C -2.913 8.428 -0.664 -1.19
C -3.769 7.296 -1.323 -0.59
P -3.718 5.688 -0.321 0.19
C -1.919 5.181 -0.055 -1.15
C -4.577 4.438 -1.441 -0.28
C -3.690 3.555 -2.379 -0.37
N -4.419 2.519 -2.675 0.03
S -3.641 1.398 -3.768 -0.15
C -5.759 2.448 -2.049 -0.86
C -5.653 3.479 -0.844 0.25
C -7.045 4.044 -0.404 -0.82
C -7.367 5.458 -0.946 -0.12
N -7.860 5.568 -2.108 -0.59
H -3.227 8.600 0.388 0.40
H -3.089 9.365 -1.248 0.36
H -1.842 8.151 -0.782 0.29
H -4.860 7.541 -1.402 0.32
H -3.390 7.028 -2.342 0.38
H -1.370 5.926 0.565 0.32
H -1.420 5.183 -1.061 0.41
H -1.838 4.159 0.384 0.36
H -5.085 5.097 -2.197 0.37
H -2.677 3.765 -2.763 0.54
H -3.735 2.035 -4.990 0.20
H -6.595 2.768 -2.712 0.41
H -5.812 1.428 -1.604 0.44
H -5.307 2.846 0.008 0.41
H -7.823 3.358 -0.828 0.37
H -7.181 4.066 0.700 0.37
H -7.222 6.381 -0.339 0.43
H -8.028 6.559 -2.324 0.28
C 0.804 3.692 4.621 -0.06
C 0.944 3.675 3.114 -0.38
O -0.377 3.951 2.621 -0.31
S -1.133 4.937 3.658 1.09
O -1.016 6.272 3.170 -0.54
O -2.384 4.353 3.993 -0.61
O -0.131 4.760 4.893 -0.17
H 0.377 2.779 4.983 0.34
H 1.747 3.878 5.122 0.07
H 1.304 2.718 2.742 0.32
H 1.607 4.472 2.765 0.31
C -0.801 -1.538 -4.345 -0.32
C -2.071 -2.357 -4.222 -0.08
O -1.656 -3.709 -4.428 -0.32
S -0.156 -3.893 -3.863 1.17
O -0.232 -4.443 -2.555 -0.54
O 0.643 -4.461 -4.886 -0.57
O 0.215 -2.326 -3.728 -0.31
H -0.528 -1.388 -5.393 0.35
H -0.883 -0.571 -3.850 0.25
H -2.825 -2.069 -4.953 0.33
H -2.493 -2.281 -3.215 0.03
C -2.999 -4.446 0.919 -0.19
C -3.570 -4.697 -0.459 0.01
O -4.544 -3.658 -0.644 -0.31
S -4.058 -2.332 0.129 1.05
O -3.423 -1.471 -0.813 -0.53
O -5.112 -1.893 0.978 -0.53
O -2.918 -3.016 1.031 -0.29
H -3.670 -4.812 1.700 0.14
H -2.017 -4.895 1.046 0.34
H -4.032 -5.678 -0.546 0.35
H -2.806 -4.587 -1.233 -0.04
C 2.019 7.020 8.164 -0.36
C 3.202 6.839 7.231 -0.23
O 3.890 5.689 7.730 -0.34
S 2.820 4.666 8.373 0.90
O 2.513 3.670 7.406 -0.26
O 3.240 4.345 9.688 -0.58
O 1.574 5.695 8.461 -0.32
H 2.323 7.496 9.099 0.30
H 1.218 7.597 7.707 0.32
H 3.860 7.705 7.221 0.33
H 2.872 6.621 6.211 0.19
C -1.887 11.475 0.683 -0.11
C -2.722 11.800 1.907 -0.32
O -1.859 12.569 2.744 -0.32
S -0.857 13.438 1.822 1.10
O -1.386 14.747 1.692 -0.52
O 0.472 13.188 2.246 -0.53
O -1.116 12.650 0.434 -0.35
H -1.197 10.650 0.882 0.28
H -2.499 11.233 -0.182 0.14
H -3.065 10.906 2.425 0.30
H -3.582 12.421 1.645 0.33
C 4.018 -0.806 5.205 -0.17
C 2.810 -1.299 5.974 -0.38
O 2.451 -0.211 6.830 -0.32
S 2.806 1.181 6.098 1.14
O 1.615 1.692 5.486 -0.56
O 3.590 1.963 6.974 -0.49
O 3.751 0.577 4.936 -0.30
H 4.925 -0.865 5.811 0.31
H 4.167 -1.354 4.278 0.25
H 3.024 -2.192 6.558 0.34
H 1.968 -1.496 5.305 0.28
C 4.598 -5.050 -3.505 -0.04
C 3.331 -5.874 -3.384 -0.25
O 3.743 -7.225 -3.588 -0.22
S 5.251 -7.403 -3.017 1.26
O 5.184 -7.942 -1.704 -0.61
O 6.048 -7.970 -4.040 -0.50
O 5.615 -5.830 -2.886 -0.27
H 4.874 -4.900 -4.553 0.25
H 4.511 -4.081 -3.012 -0.04
H 2.581 -5.587 -4.118 0.21
H 2.904 -5.798 -2.379 0.30
C 10.041 -5.987 -7.075 -0.35
C 9.115 -4.786 -7.074 -0.32
O 7.808 -5.331 -7.261 -0.35
S 7.737 -6.792 -6.564 1.04
O 7.154 -6.655 -5.277 -0.36
O 7.257 -7.720 -7.523 -0.60
O 9.326 -7.011 -6.380 -0.33
H 10.234 -6.337 -8.092 0.30
H 10.987 -5.780 -6.578 0.31
H 9.352 -4.078 -7.866 0.32
H 9.134 -4.272 -6.109 0.26
C 3.360 -11.661 -4.583 -0.29
C 2.161 -12.149 -3.792 -0.40
O 1.828 -11.062 -2.927 -0.33
S 2.182 -9.666 -3.666 1.15
O 0.992 -9.153 -4.252 -0.61
O 3.001 -8.891 -2.808 -0.45
O 3.099 -10.279 -4.841 -0.28
H 4.279 -11.731 -3.995 0.27
H 3.487 -12.205 -5.517 0.31
H 2.379 -13.046 -3.215 0.31
H 1.305 -12.336 -4.446 0.30
C 4.045 -1.517 -1.068 -0.18
C 5.244 -2.362 -0.682 -0.41
O 5.978 -1.553 0.242 -0.34
S 4.952 -0.639 1.082 1.08
O 4.696 -1.279 2.325 -0.56
O 5.373 0.710 0.991 -0.55
O 3.659 -0.847 0.137 -0.30
H 4.316 -0.759 -1.807 0.25
H 3.222 -2.118 -1.450 0.23
H 5.862 -2.625 -1.537 0.32
H 4.936 -3.274 -0.163 0.35
C -7.204 -4.122 2.890 -0.17
C -8.466 -4.950 3.020 -0.35
O -8.038 -6.298 2.802 -0.32
S -6.531 -6.473 3.354 1.13
O -6.589 -7.034 4.654 -0.54
O -5.734 -7.027 2.315 -0.54
O -6.174 -4.906 3.495 -0.30
H -6.939 -3.963 1.842 0.16
H -7.291 -3.159 3.390 0.31
H -9.227 -4.666 2.296 0.31
H -8.882 -4.884 4.028 0.30
```

orbital gap = 6.78 eV
HOMO = -11.2 eV
net charge = +1

=====

The following is a quantum chemistry calculation of one molecule with the formula C4H5NO at a distorted geometry, from the Open Molecules 2025 dataset.

Structure (XYZ):
```
11
Properties=species:S:1:pos:R:3:nbo_charge:R:1
N -2.939 -0.582 -1.161 -0.32
C -1.997 -0.409 -0.510 0.28
C -0.808 -0.180 0.328 -0.51
C 0.486 0.064 -0.510 -0.47
C 1.726 0.190 0.440 0.40
O 1.427 0.947 1.328 -0.53
H -1.033 0.663 0.995 0.27
H -0.665 -1.054 0.969 0.25
H 0.582 -0.666 -1.303 0.22
H 0.376 1.066 -0.964 0.24
H 2.843 -0.038 0.389 0.16
```

ΔE to the lowest compared entry with this formula, charge and spin = 29.4 kcal/mol
orbital gap = 10.73 eV
structure (SMILES) = N#CCCC=O
HOMO = -10.4 eV
net charge = 0

=====

The following is a quantum chemistry calculation of a 2-piece molecular cluster, C17H19NO overall at a distorted geometry, from the Open Molecules 2025 dataset.

Structure (XYZ):
```
38
Properties=species:S:1:pos:R:3:nbo_charge:R:1
C -3.145 -0.095 -0.776 -0.63
C -3.033 0.466 0.602 -0.08
C -4.056 0.923 1.364 -0.04
N -3.580 1.351 2.584 -0.53
C -2.239 1.087 2.640 0.15
C -1.377 1.201 3.738 -0.24
C -0.094 0.750 3.601 -0.22
C 0.302 0.187 2.378 -0.23
C -0.544 0.068 1.299 -0.20
C -1.830 0.616 1.384 -0.10
H -2.993 0.659 -1.555 0.21
H -4.183 -0.399 -0.930 0.21
H -2.565 -0.986 -0.998 0.22
H -5.076 1.037 1.022 0.21
H -4.186 1.515 3.368 0.41
H -1.779 1.701 4.605 0.21
H 0.642 0.792 4.388 0.21
H 1.269 -0.299 2.283 0.21
H -0.093 -0.364 0.415 0.22
C 0.181 -1.151 -3.664 -0.60
C 0.253 -1.287 -2.132 -0.43
C 1.547 -0.859 -1.511 -0.06
C 1.873 0.493 -1.536 -0.18
C 3.043 1.006 -0.992 -0.29
C 3.938 0.115 -0.412 0.30
O 5.050 0.512 0.270 -0.68
C 3.700 -1.248 -0.473 -0.27
C 2.538 -1.727 -1.056 -0.18
H -0.846 -0.959 -3.944 0.21
H 0.642 -1.995 -4.159 0.21
H 0.690 -0.241 -3.994 0.20
H -0.515 -0.608 -1.779 0.21
H -0.119 -2.265 -1.814 0.21
H 1.235 1.196 -2.069 0.21
H 3.241 2.056 -1.026 0.21
H 5.336 1.416 0.080 0.48
H 4.505 -1.892 -0.161 0.23
H 2.266 -2.770 -1.037 0.21
```

ΔE to the lowest compared entry with this formula, charge and spin = 34.5 kcal/mol
orbital gap = 8.64 eV
structure (SMILES) = Cc1c[nH]c2ccccc12.CCc1ccc(O)cc1
HOMO = -7.8 eV
net charge = 0